# 1
A structure of composition C34H34GeNP2RhSeTe. Source: OMol25; level of theory: the ωB97M-V functional and the def2-TZVPD basis.

Structure (XYZ):
```
75
C34H34GeNP2RhSeTe | OMol25 | the ωB97M-V functional and the def2-TZVPD basis
Te -2.975 2.794 2.648
Rh -0.191 -0.239 -0.286
Se 0.945 -1.942 0.948
Ge 1.578 -0.041 -3.059
P -0.232 1.775 0.862
P -2.358 0.147 0.581
N -5.347 6.503 0.372
C 1.764 3.867 3.840
C 1.362 3.380 -2.576
C -1.976 1.761 1.192
C 0.439 1.081 -1.975
C 1.761 2.935 4.867
C -5.355 1.391 -1.969
C 0.580 2.323 2.406
C 0.831 4.629 -2.620
C -3.785 0.192 -0.575
C -3.747 4.707 0.286
C -4.326 1.387 -1.035
C -5.855 0.194 -2.460
C 1.187 1.684 4.658
C 2.143 0.678 -4.845
C 1.085 2.407 -1.474
C -2.749 -2.168 3.925
C 0.242 3.013 -0.382
C -4.919 5.130 2.297
C 0.676 -1.731 -3.506
C -4.469 -0.716 2.313
C -4.284 -1.007 -1.089
C -5.561 6.167 1.647
C -5.312 -1.008 -2.017
C 0.016 5.116 -1.567
C -4.445 5.765 -0.276
C 3.271 -0.437 -2.139
C -0.255 4.282 -0.467
C 1.180 3.563 2.616
C -3.116 -0.785 1.980
C -4.957 -1.364 3.441
C -2.262 -1.527 2.795
C -4.096 -2.088 4.254
C 0.611 1.379 3.437
C -3.977 4.359 1.612
H -3.018 4.164 -0.302
H -1.216 -1.622 2.510
H 1.295 -2.326 -4.184
H -6.295 6.767 2.179
H 2.048 2.105 -1.025
H 2.216 4.841 3.992
H 3.830 0.481 -1.939
H 2.215 3.174 5.822
H -5.148 -0.144 1.693
H 0.203 0.390 3.249
H -3.922 2.313 -0.649
H -6.657 0.194 -3.189
H 1.982 3.034 -3.395
H -4.263 6.036 -1.312
H 1.184 4.295 1.817
H 3.053 -0.932 -1.191
H -4.475 -2.591 5.137
H -0.895 4.647 0.330
H -5.687 -1.948 -2.405
H -5.157 4.923 3.335
H 3.898 -1.091 -2.751
H -3.851 -1.945 -0.756
H 1.289 1.100 -5.381
H 2.901 1.459 -4.744
H 0.495 -2.296 -2.591
H -5.766 2.335 -2.310
H -0.487 1.321 -2.516
H 1.028 5.267 -3.477
H -0.284 -1.536 -3.990
H 1.205 0.940 5.445
H -0.406 6.113 -1.613
H 2.568 -0.127 -5.451
H -2.069 -2.742 4.544
H -6.010 -1.292 3.690
```

Computed properties:
LUMO energy (alpha / beta) in eV: 3.957 / 3.952
Net charge: -2
Gap between HOMO and LUMO (alpha / beta) in Eh: 0.14041 / 0.17182
Multiplicity: 5
DFT total energy in Eh: -6910.30739
Maximum force in Eh/bohr: 0.0035

=====

# 2
A cluster of 2 separate species, C34H34N3O in total at a distorted geometry. Source: OMol25; level of theory: the ωB97M-V functional and the def2-TZVPD basis.

Structure (XYZ):
```
72
C34H34N3O | OMol25 | the ωB97M-V functional and the def2-TZVPD basis
O 0.283 -1.320 0.144
N 2.147 0.642 2.606
N 0.045 1.168 -4.467
N 0.675 -0.975 2.816
C -1.962 -1.474 -3.146
C 2.090 0.228 -0.480
C -1.968 0.439 -0.264
C -0.772 0.787 -0.971
C -1.468 -2.085 -5.463
C 2.034 0.672 6.356
C -0.685 0.719 -2.367
C -4.356 -0.067 -0.182
C -1.950 0.343 1.150
C 1.029 -0.579 4.104
C -4.288 -0.252 1.204
C -1.166 -0.337 -3.276
C 0.604 -1.042 5.349
C 0.373 3.042 -2.930
C 3.735 1.398 -2.419
C 3.605 0.005 -2.362
C -2.111 -2.341 -4.242
C 3.092 2.200 -1.473
C -0.737 -0.899 -5.643
C 1.110 -0.320 0.474
C -3.226 0.299 -0.903
C -0.621 -0.052 -4.551
C 1.926 0.461 3.975
C 3.258 1.448 2.157
C 1.321 -0.192 1.883
C 2.854 -0.585 -1.346
C 2.240 1.623 -0.539
C -5.512 -0.646 1.962
C 0.326 -2.170 -1.017
C -0.034 1.664 -3.214
C -0.113 -2.153 2.551
C 1.132 -0.402 6.484
C 2.440 1.124 5.089
C -3.072 -0.028 1.872
H -5.798 -1.680 1.724
H -0.242 -0.636 -6.579
H 3.813 0.944 1.363
H 3.233 3.282 -1.464
H -5.352 -0.571 3.040
H -3.312 0.500 -1.971
H 0.938 -3.051 -0.769
H 4.355 1.862 -3.192
H 1.461 3.172 -2.972
H -0.112 1.488 -0.469
H -2.479 -1.655 -2.204
H -1.542 -2.811 -6.270
H -2.735 -3.233 -4.131
H -3.009 -0.102 2.963
H -5.317 -0.176 -0.692
H 0.834 -0.729 7.481
H -0.706 -2.478 -1.212
H 2.833 -1.672 -1.212
H 0.460 1.665 -5.248
H 3.916 1.580 3.020
H -0.338 -2.587 3.530
H 0.712 -1.634 -1.892
H 0.467 -2.877 1.961
H -1.014 0.602 1.652
H 0.016 3.326 -1.939
H -1.049 -1.899 2.038
H 1.675 2.243 0.159
H -0.122 -1.855 5.418
H 2.412 1.160 7.255
H -0.079 3.710 -3.679
H 2.938 2.441 1.830
H 3.112 1.976 4.957
H -6.359 -0.009 1.680
H 4.109 -0.637 -3.095
```

Computed properties:
LUMO energy in eV: -4.350
Energy above the lowest of the compared OMol25 structures with the same formula, charge and spin in kJ/mol: 154.4
Net charge: +1
Gap between HOMO and LUMO in Eh: 0.15935
Multiplicity: 1
DFT total energy in Eh: -1555.22768
Maximum force in Eh/bohr: 0.0647